(A)
ORCA calculation (ωB97M-V/def2-TZVPD) on an isolated ion of composition C3H6FO2S and charge -1.

```
13
C3H6FO2S (ωB97M-V/def2-TZVPD)
C 0.7602 -0.4428 -1.1229
C 0.4689 0.3914 1.1948
C -0.0696 0.5085 -0.2490
O -1.6102 -1.5794 -0.2236
O -2.4816 0.4134 0.9125
F 0.1382 1.8242 -0.7376
S -1.8988 -0.0857 -0.3195
H 0.4190 -0.3190 -2.0858
H 1.8751 -0.1813 -1.2862
H 0.8453 -1.5008 -0.8633
H -0.5043 0.4507 1.9407
H 1.2572 1.1088 1.5516
H 0.8005 -0.5881 1.2881
```

**Net charge**: -1
**Lowest unoccupied orbital energy**: 4.110 eV
**2S+1**: 1

Löwdin atomic charge list, values in e, 6 entries: atom 1 (C): -0.12, atom 2 (C): -0.09, atom 3 (C): -0.63, atom 4 (O): -0.58, atom 5 (O): -0.56, atom 6 (F): -0.09

(B)
ORCA calculation (ωB97M-V/def2-TZVPD) on a 2-piece molecular cluster, C3H6FO2S overall.

```
13
C3H6FO2S (ωB97M-V/def2-TZVPD)
C 1.7786 0.0328 0.0302
C 0.3203 -0.3538 0.4516
C -0.6936 0.4752 -0.3458
O -2.8866 0.3982 1.0202
O -2.2541 -1.6581 -0.0607
F -0.6589 1.7869 -0.1884
S -2.5640 -0.2611 -0.2935
H 2.5295 -0.5374 0.6240
H 2.1204 1.1188 0.2634
H 1.7158 0.0592 -1.0964
H 0.2625 -0.2396 1.4590
H 0.2859 -1.4224 0.2768
H 0.0443 0.6013 -2.1403
```

**Net charge**: -1
**Lowest unoccupied orbital energy**: 3.966 eV
**2S+1**: 1

Löwdin atomic charge list, values in e, 6 entries: atom 1 (C): -0.16, atom 2 (C): -0.26, atom 3 (C): -0.42, atom 4 (O): -0.58, atom 5 (O): -0.56, atom 6 (F): -0.05

Energetically preferred structure: (A) | next structure: +300.6 kJ/mol

(A)
ORCA calculation (ωB97M-V/def2-TZVPD) on a 2-piece molecular cluster, C8H14N4 overall.

```
26
C8H14N4 (ωB97M-V/def2-TZVPD)
C -1.5479 -1.0136 0.3558
C 1.0438 0.0443 2.1155
C -0.8601 -0.7583 -1.9314
C -2.5697 0.9791 -0.9820
C 2.5147 0.7873 0.2334
C 1.7461 -1.6613 0.5604
C -1.3660 0.0222 -0.6471
C 1.7025 -0.2278 0.9806
N -1.6095 -1.8153 1.1640
N 0.2657 0.5454 2.8734
N -0.6894 1.5795 0.8659
N -0.2168 0.7815 -0.1017
H -1.3053 -1.7699 -1.9588
H -1.0521 -0.1633 -2.8681
H 0.2011 -0.8938 -1.6904
H -2.2923 1.5217 -1.9216
H -2.5969 1.6834 -0.0261
H -3.4517 0.3443 -1.0761
H 3.5830 0.6184 0.1345
H 2.1005 0.6235 -0.8056
H 2.3498 1.8065 0.6508
H 2.0147 -1.7148 -0.5851
H 0.8166 -2.2955 0.7485
H 2.6372 -2.1756 1.0460
H -1.4734 1.2182 1.5288
H 0.0558 1.9337 1.3366
```

**Lowest unoccupied orbital energy (alpha / beta)**: 0.110 / -0.395 eV
**2S+1**: 1

Löwdin atomic charge list, values in e, 6 entries: atom 1 (C): -0.23, atom 2 (C): -0.25, atom 3 (C): -0.01, atom 4 (C): -0.01, atom 5 (C): -0.06, atom 6 (C): -0.08

(B)
ORCA calculation (ωB97M-V/def2-TZVPD) on a 2-piece molecular cluster, C8H14N4 overall.

```
26
C8H14N4 (ωB97M-V/def2-TZVPD)
C 0.6331 -1.9087 0.5563
C 0.2932 0.9100 -0.2742
C 0.0737 2.2282 -0.1519
C 2.0121 -1.3083 0.6843
C -0.6862 -0.1308 -0.4725
C -0.8069 -0.4396 -1.9763
C -2.4489 0.3551 1.3823
C -2.0904 0.2848 -0.0585
N 1.6684 0.7482 -0.3947
N -0.4737 -1.4377 0.2233
N 4.7570 0.3468 0.4423
N 2.4036 -0.1545 -0.0786
H 0.5913 -3.0089 0.9132
H 0.8401 2.9022 -0.1876
H -0.9042 2.7204 0.0359
H 1.9210 -0.8525 1.7746
H 2.8366 -2.1352 0.8356
H -1.2696 0.3613 -2.4477
H -1.5916 -1.2347 -2.2491
H 0.0977 -0.7489 -2.2811
H -3.4793 0.5795 1.4479
H -2.0838 1.0859 2.0164
H -2.2238 -0.6684 1.7079
H -2.2898 1.3043 -0.5201
H -2.7610 -0.4174 -0.4044
H 4.9815 0.6191 -0.5231
```

**Lowest unoccupied orbital energy (alpha / beta)**: -0.192 / -0.247 eV
**2S+1**: 1

Löwdin atomic charge list, values in e, 6 entries: atom 1 (C): -0.17, atom 2 (C): -0.28, atom 3 (C): 0.14, atom 4 (C): -0.18, atom 5 (C): -0.48, atom 6 (C): 0.00

Energetically preferred structure: (A) | next structure: +362.2 kJ/mol